(1)
Below is a structure of composition C42H55N4O4P2Sr, with properties calculated with ωB97M-V/def2-TZVPD.

Computed properties:
LUMO energy (eV): -2.70
Charge: +1
Gap between HOMO and LUMO (hartree): 0.27991
E (eV): -78010.866
HOMO energy (eV): -10.32
ΔE to the lowest compared entry with this formula, charge and spin (kcal/mol): 4.9

The geometry in XYZ format:
```
108
Properties=species:S:1:pos:R:3:forces:R:3:lowdin_charge:R:1
Sr -0.453 1.335 0.553 0.11 0.00 0.02 1.25
O 6.636 0.838 2.872 0.03 -0.01 -0.03 -0.05
C 5.610 0.893 3.836 -0.01 0.01 0.08 -0.20
C 4.293 1.134 3.153 0.00 0.00 -0.02 -0.16
C 3.121 1.211 3.895 -0.01 0.01 -0.03 0.00
C 1.935 1.431 3.227 0.03 -0.02 0.04 -0.13
N 1.849 1.581 1.905 -0.05 -0.07 -0.25 0.01
C 2.973 1.524 1.181 0.12 0.00 0.07 -0.19
C 4.210 1.296 1.780 -0.06 0.02 0.04 0.06
C 2.866 1.753 -0.296 0.16 0.02 -0.08 -0.21
C 3.972 1.571 -1.119 -0.09 0.01 -0.03 0.05
C 3.873 1.849 -2.474 -0.04 0.02 0.04 -0.17
C 5.037 1.652 -3.401 0.00 0.04 -0.07 -0.20
O 6.068 0.967 -2.723 0.03 -0.03 0.02 -0.05
C 2.661 2.323 -2.956 0.02 -0.02 0.01 0.01
C 1.599 2.447 -2.083 0.00 -0.07 0.01 -0.12
N 1.684 2.158 -0.781 0.08 0.00 0.14 0.01
H 7.476 0.679 3.311 -0.02 0.01 -0.01 0.10
H 5.781 1.703 4.556 -0.02 -0.04 -0.03 0.14
H 5.542 -0.045 4.402 0.00 0.04 -0.01 0.14
H 3.124 1.103 4.971 0.01 -0.01 0.05 0.13
H 1.003 1.487 3.774 -0.08 0.00 0.05 0.10
H 5.120 1.258 1.206 0.05 0.01 -0.04 0.11
H 4.907 1.195 -0.739 0.03 0.00 0.01 0.11
H 5.375 2.636 -3.749 -0.02 -0.03 0.01 0.14
H 4.691 1.088 -4.275 0.00 0.03 0.02 0.12
H 6.845 0.926 -3.288 -0.02 0.01 0.02 0.10
H 2.524 2.564 -4.001 0.01 0.00 -0.05 0.13
H 0.626 2.769 -2.436 -0.04 0.00 0.01 0.09
N -1.841 2.797 -2.505 -0.02 0.08 0.19 0.08
C -2.035 2.065 -3.685 -0.04 -0.09 -0.14 -0.32
C -2.503 2.714 -4.831 -0.01 -0.04 0.00 -0.03
C -2.728 2.017 -6.001 0.01 0.02 -0.01 -0.07
C -2.507 0.646 -6.062 0.00 -0.02 -0.02 -0.08
C -2.023 -0.001 -4.943 -0.01 0.00 0.01 -0.10
C -1.747 0.694 -3.762 -0.01 0.10 0.04 -0.32
P -0.988 -0.154 -2.354 0.10 -0.04 0.40 1.07
C -1.930 -1.714 -2.251 -0.04 0.01 0.01 -0.38
C -3.303 -1.607 -2.019 0.03 -0.05 -0.09 -0.11
C -4.073 -2.744 -1.846 -0.01 0.01 -0.09 -0.08
C -3.481 -4.000 -1.884 -0.02 0.00 0.01 -0.08
C -2.117 -4.112 -2.102 0.01 0.00 0.01 -0.08
C -1.342 -2.974 -2.289 0.02 0.03 -0.01 -0.09
C 0.668 -0.675 -2.927 0.00 0.03 -0.07 -0.38
C 1.559 -1.104 -1.943 -0.01 -0.04 -0.01 -0.13
C 2.850 -1.489 -2.263 0.01 -0.02 -0.01 -0.07
C 3.278 -1.437 -3.583 -0.02 0.00 0.03 -0.08
C 2.406 -0.999 -4.569 0.01 0.00 -0.02 -0.07
C 1.111 -0.617 -4.245 -0.03 0.00 -0.02 -0.07
H -2.214 3.734 -2.590 0.03 -0.03 0.01 0.09
H -2.234 2.366 -1.665 0.02 0.02 -0.06 0.03
H -2.719 3.774 -4.785 -0.01 0.04 0.00 0.11
H -3.102 2.544 -6.868 -0.01 0.01 -0.02 0.11
H -2.712 0.095 -6.969 -0.01 -0.02 -0.02 0.11
H -1.846 -1.070 -4.971 -0.02 -0.01 -0.01 0.12
H -3.768 -0.630 -1.966 -0.02 0.03 -0.01 0.12
H -5.136 -2.649 -1.672 -0.03 0.00 0.01 0.11
H -4.083 -4.887 -1.746 -0.01 -0.02 0.00 0.11
H -1.652 -5.088 -2.139 0.02 -0.04 -0.01 0.11
H -0.280 -3.075 -2.473 0.02 -0.01 -0.01 0.10
H 1.235 -1.152 -0.906 -0.02 0.00 0.03 0.08
H 3.524 -1.822 -1.485 0.03 -0.01 0.02 0.11
H 4.287 -1.733 -3.837 0.03 -0.01 0.00 0.11
H 2.731 -0.959 -5.600 0.01 0.00 -0.02 0.11
H 0.447 -0.268 -5.025 0.04 0.00 0.01 0.10
N -0.842 3.873 1.519 0.05 -0.05 0.00 -0.06
C -2.154 4.217 2.117 -0.05 0.10 0.07 -0.25
C -3.329 3.919 1.188 -0.05 0.00 -0.02 -0.11
C -3.523 2.417 0.980 0.13 0.20 0.13 -0.67
O -4.394 1.819 1.582 -0.15 -0.12 0.12 0.06
O -2.641 1.873 0.202 -0.25 -0.03 -0.33 -0.37
H -0.105 4.168 2.154 -0.02 -0.02 -0.04 0.08
H -0.711 4.438 0.682 -0.01 -0.01 0.00 0.08
H -2.189 5.275 2.399 0.01 -0.07 -0.01 0.11
H -2.264 3.636 3.036 -0.01 0.01 -0.01 0.12
H -3.167 4.408 0.222 0.02 0.02 0.00 0.11
H -4.232 4.335 1.633 0.01 -0.03 -0.01 0.12
C -3.501 -1.386 1.188 0.12 0.01 0.06 -0.13
C -2.974 -1.300 2.623 -0.02 0.10 0.04 -0.53
C -3.590 -2.377 3.513 0.05 -0.03 -0.01 -0.09
P -1.133 -1.143 2.530 0.07 0.11 -0.20 1.03
C -0.470 -2.588 1.567 -0.03 0.03 0.02 -0.54
C 1.059 -2.552 1.649 0.00 -0.01 -0.03 -0.13
C -0.999 -3.992 1.854 -0.02 0.05 -0.01 -0.09
C -0.418 -1.225 4.240 -0.01 -0.05 0.00 -0.56
C -1.132 -0.177 5.100 0.03 0.00 -0.02 -0.13
C -0.351 -2.573 4.958 0.03 0.03 -0.05 -0.10
H -4.579 -1.233 1.185 -0.05 -0.01 0.01 0.10
H -3.288 -2.354 0.734 0.03 -0.03 0.04 0.06
H -3.079 -0.600 0.556 -0.03 -0.03 0.03 0.04
H -3.288 -0.320 3.005 0.02 -0.04 -0.02 0.10
H -3.264 -3.380 3.239 -0.02 0.02 0.03 0.06
H -4.675 -2.343 3.407 -0.03 0.00 0.00 0.09
H -3.363 -2.221 4.565 0.03 -0.01 0.06 0.06
H -0.761 -2.341 0.536 0.02 -0.02 0.04 0.08
H 1.407 -2.870 2.632 0.02 0.00 0.00 0.07
H 1.465 -1.550 1.472 0.01 0.03 -0.02 0.05
H 1.495 -3.229 0.913 0.01 -0.01 -0.02 0.08
H -0.814 -4.301 2.882 0.01 -0.01 0.03 0.07
H -0.502 -4.709 1.198 0.02 -0.02 -0.03 0.08
H -2.068 -4.065 1.665 -0.01 -0.01 -0.04 0.06
H 0.617 -0.889 4.090 -0.06 0.00 0.00 0.07
H -2.128 -0.516 5.382 -0.04 -0.01 0.00 0.07
H -1.253 0.775 4.576 0.02 0.04 0.00 0.06
H -0.575 0.006 6.020 0.01 0.00 0.01 0.08
H -1.322 -3.053 5.035 -0.10 -0.01 0.00 0.07
H 0.026 -2.425 5.972 0.02 0.00 0.04 0.08
H 0.327 -3.263 4.458 -0.01 -0.02 0.01 0.06
```
Positions in Å, forces in eV/Å.

(2)
Below is a structure of composition C42H55O8PPdTe, with properties calculated with ωB97M-V/def2-TZVPD.

Computed properties:
LUMO energy (eV): 4.15
Charge: -2
Gap between HOMO and LUMO (hartree): 0.19000
E (eV): -80889.982
HOMO energy (eV): -1.02
ΔE to the lowest compared entry with this formula, charge and spin (kcal/mol): 0.0

The geometry in XYZ format:
```
108
Properties=species:S:1:pos:R:3:forces:R:3:lowdin_charge:R:1
Pd -0.818 -0.748 1.336 0.43 -0.17 -0.16 0.54
C 2.354 0.526 -5.103 -0.02 -0.07 0.01 0.01
C 1.177 -0.052 -4.334 -0.01 0.02 0.06 -0.60
C 0.210 -0.814 -5.235 0.02 0.05 0.00 0.01
O 1.682 -0.893 -3.331 0.01 0.02 0.00 -0.03
C 0.850 -0.757 -2.161 0.01 -0.04 -0.09 -0.13
C 0.435 0.718 -2.257 0.02 0.07 -0.04 -0.14
O 0.483 0.988 -3.676 0.00 -0.04 -0.03 -0.03
C -0.933 1.130 -1.678 -0.10 0.13 -0.04 -0.49
O -0.893 1.038 -0.331 -0.05 -0.06 0.07 -0.22
C -1.221 2.623 -1.990 0.00 -0.04 0.06 -0.12
C -0.249 3.543 -2.364 0.05 -0.02 -0.03 -0.02
C -0.533 4.903 -2.427 0.00 0.04 -0.01 -0.10
C -1.799 5.376 -2.122 -0.01 0.02 0.01 -0.13
C -2.785 4.467 -1.752 0.00 0.01 -0.02 -0.10
C -2.494 3.116 -1.689 -0.01 -0.06 -0.04 -0.05
C -2.042 0.269 -2.332 0.07 0.02 -0.01 -0.13
C -2.562 0.532 -3.597 -0.02 0.02 -0.03 -0.05
C -3.558 -0.270 -4.139 -0.01 -0.02 0.02 -0.11
C -4.044 -1.357 -3.422 -0.01 0.00 -0.02 -0.12
C -3.522 -1.635 -2.165 -0.06 -0.07 -0.05 -0.09
C -2.532 -0.825 -1.630 0.10 0.03 -0.06 -0.03
C 1.662 -1.259 -0.928 0.06 0.05 0.17 -0.46
O 0.870 -1.566 0.130 -0.16 -0.11 -0.10 -0.30
C 2.363 -2.595 -1.272 -0.05 0.01 0.00 -0.11
C 1.848 -3.504 -2.195 0.00 0.00 -0.01 -0.02
C 2.396 -4.771 -2.338 0.01 -0.02 0.00 -0.10
C 3.474 -5.165 -1.557 0.00 -0.01 -0.01 -0.13
C 3.987 -4.275 -0.623 0.02 -0.02 0.00 -0.10
C 3.435 -3.011 -0.485 0.01 -0.01 0.00 -0.03
C 2.711 -0.181 -0.587 -0.04 0.03 -0.04 -0.15
C 2.468 0.656 0.497 -0.03 -0.02 0.01 -0.04
C 3.356 1.674 0.816 0.05 0.05 0.00 -0.08
C 4.501 1.872 0.055 0.00 -0.01 0.00 -0.12
C 4.749 1.042 -1.033 0.00 -0.01 -0.01 -0.11
C 3.857 0.025 -1.351 0.02 0.01 -0.01 -0.04
H 2.932 -0.281 -5.556 0.01 0.02 -0.03 0.08
H 2.990 1.075 -4.410 0.01 0.01 0.02 0.09
H 1.998 1.201 -5.882 0.00 0.00 -0.02 0.08
H 0.745 -1.597 -5.777 0.00 0.00 -0.02 0.08
H -0.255 -0.127 -5.944 -0.01 -0.02 -0.03 0.08
H -0.578 -1.266 -4.633 0.00 0.00 0.02 0.08
H -0.027 -1.411 -2.244 0.02 0.02 0.00 0.15
H 1.179 1.340 -1.751 0.00 -0.03 -0.02 0.15
H 0.748 3.203 -2.612 0.00 0.01 0.00 0.11
H 0.248 5.599 -2.714 0.01 -0.01 0.00 0.09
H -2.017 6.438 -2.165 0.00 0.00 0.00 0.08
H -3.781 4.816 -1.502 -0.01 0.00 0.01 0.09
H -3.262 2.415 -1.383 0.01 0.00 -0.01 0.11
H -2.181 1.378 -4.156 -0.01 0.00 -0.01 0.12
H -3.958 -0.051 -5.123 0.01 0.02 -0.01 0.09
H -4.822 -1.984 -3.844 0.00 0.00 0.01 0.08
H -3.888 -2.491 -1.608 0.03 0.01 0.04 0.09
H -2.080 -1.024 -0.665 -0.16 -0.02 0.09 0.08
H 1.007 -3.225 -2.814 -0.01 0.00 0.00 0.11
H 1.974 -5.458 -3.064 0.00 0.01 0.00 0.09
H 3.900 -6.156 -1.666 0.00 0.00 0.00 0.08
H 4.812 -4.572 0.014 0.01 0.01 0.01 0.09
H 3.827 -2.336 0.266 0.01 0.00 0.00 0.10
H 1.562 0.507 1.072 0.01 0.01 -0.01 0.07
H 3.147 2.317 1.663 -0.02 -0.01 0.01 0.10
H 5.199 2.664 0.304 -0.01 0.01 0.01 0.08
H 5.642 1.186 -1.633 0.00 -0.01 0.00 0.08
H 4.049 -0.621 -2.199 0.01 0.00 -0.01 0.11
C 4.106 -1.315 3.298 0.00 0.03 -0.01 -0.48
Te 2.053 -1.975 3.173 0.03 -0.01 -0.10 1.28
C 1.964 -2.367 5.269 0.01 0.02 0.05 -0.48
H 4.793 -2.115 3.576 -0.03 -0.05 0.01 -0.02
H 4.191 -0.493 4.009 0.01 0.02 0.01 -0.02
H 4.372 -0.942 2.308 0.04 0.04 -0.01 -0.03
H 2.177 -1.457 5.828 -0.02 0.01 0.02 -0.02
H 2.655 -3.154 5.568 0.00 -0.03 -0.01 -0.02
H 0.937 -2.681 5.443 -0.03 -0.03 0.05 -0.03
C -4.274 2.739 1.411 0.12 -0.02 0.07 -0.09
C -3.375 1.523 1.512 -0.09 0.03 -0.16 -0.32
O -2.627 1.629 2.727 -0.04 -0.18 0.12 -0.29
P -1.234 0.742 2.832 -0.32 0.45 0.30 0.72
O -0.125 1.891 2.617 0.27 -0.06 -0.08 -0.29
C -0.324 3.286 2.775 -0.07 0.03 0.03 -0.29
C -0.354 3.948 1.412 0.01 0.03 0.06 -0.07
O -1.169 0.745 4.472 0.02 -0.08 -0.07 -0.27
C -1.891 -0.269 5.163 -0.06 -0.02 0.08 -0.32
C -1.415 -0.289 6.601 -0.03 0.00 -0.06 -0.08
H -4.871 2.691 0.498 -0.03 0.01 -0.02 0.07
H -3.669 3.647 1.382 -0.02 0.02 -0.04 0.07
H -4.945 2.799 2.271 -0.02 0.00 0.00 0.07
H -2.687 1.449 0.662 -0.04 0.02 0.02 0.07
H -3.980 0.608 1.531 0.02 -0.02 0.06 0.10
H 0.515 3.659 3.373 -0.03 0.00 0.00 0.11
H -1.249 3.476 3.325 0.04 0.03 0.00 0.10
H 0.565 3.732 0.867 0.02 0.00 -0.01 0.08
H -0.458 5.032 1.526 -0.02 0.00 -0.05 0.07
H -1.174 3.558 0.809 0.00 0.01 0.01 0.06
H -1.706 -1.239 4.697 0.04 0.02 0.00 0.07
H -2.965 -0.044 5.118 0.02 0.00 0.00 0.11
H -0.353 -0.532 6.634 0.02 0.00 0.01 0.06
H -1.962 -1.049 7.163 0.00 -0.01 0.02 0.07
H -1.569 0.681 7.079 0.01 0.01 0.00 0.07
C -0.898 -3.515 1.255 -0.06 0.03 0.01 -0.09
C -1.331 -2.644 2.437 -0.02 -0.13 0.07 -0.69
C -2.867 -2.528 2.531 0.04 0.10 -0.04 -0.08
O -0.693 -2.782 3.524 -0.05 -0.02 0.00 -0.25
H -1.220 -4.534 1.506 0.01 -0.02 0.00 0.08
H 0.179 -3.487 1.121 0.00 0.00 -0.04 0.03
H -1.380 -3.229 0.315 0.04 -0.01 0.00 0.06
H -3.314 -3.467 2.181 -0.01 -0.03 0.03 0.06
H -3.268 -1.715 1.921 0.00 -0.06 -0.03 0.04
H -3.151 -2.372 3.571 -0.03 0.06 -0.01 0.06
```
Positions in Å, forces in eV/Å.